1.
Density functional theory data (the ωB97M-V functional and the def2-TZVPD basis) for a structure of composition C16H47F3HfO22S4 in a non-equilibrium geometry.

As for the HOMO-LUMO gap: 3.856 eV. For the LUMO energy, the calculation gives -10.3 eV. As for the total charge: +2.

Last column: Löwdin charge in e.
Element x y z (Å)
Hf (3.42, -1.29, -3.44)  2.273
C (-0.33, -0.09, -0.98)  -0.624
F (0.47, 0.21, 0.05)  0.144
F (-0.30, -1.42, -1.03)  0.129
F (-1.54, 0.36, -0.76)  0.188
S (0.38, 0.64, -2.59)  0.622
O (1.63, -0.16, -2.70)  -0.437
O (-0.66, 0.37, -3.54)  -0.245
O (0.67, 2.02, -2.32)  -0.236
C (5.23, 2.09, -1.39)  -0.039
C (5.11, 0.67, -0.88)  -0.469
C (4.46, 0.62, 0.50)  -0.029
O (4.30, -0.15, -1.72)  -0.315
H (5.82, 2.72, -0.73)  0.102
H (4.25, 2.55, -1.48)  0.074
H (5.77, 2.12, -2.34)  0.087
H (6.08, 0.17, -0.75)  0.151
H (3.41, 0.91, 0.48)  0.088
H (5.05, 1.30, 1.12)  0.102
H (4.46, -0.35, 0.99)  0.048
O (-2.60, 5.67, 0.40)  -0.244
S (-1.53, 4.95, 1.01)  0.615
O (-0.44, 5.62, 1.66)  -0.270
O (-2.27, 3.96, 2.08)  -0.257
C (-1.36, 3.18, 2.90)  -0.260
C (-1.73, 1.71, 2.79)  -0.070
C (-0.93, 3.60, -0.02)  -0.117
H (-1.65, 3.48, 3.91)  0.126
H (-0.30, 3.43, 2.87)  0.116
H (-2.79, 1.53, 2.62)  0.064
H (-1.57, 1.26, 3.77)  0.086
H (-1.23, 1.08, 2.06)  0.039
H (-0.50, 4.09, -0.90)  0.065
H (-1.77, 3.05, -0.44)  0.057
H (-0.29, 2.96, 0.57)  0.055
O (2.21, -1.78, 1.10)  -0.340
S (1.80, -2.35, 2.37)  0.657
O (0.86, -3.43, 2.44)  -0.239
O (3.07, -2.87, 3.25)  -0.250
C (4.41, -2.51, 2.84)  -0.258
C (5.31, -3.64, 3.34)  -0.050
C (1.18, -1.01, 3.44)  -0.068
H (4.58, -1.58, 3.38)  0.125
H (4.48, -2.38, 1.76)  0.090
H (5.03, -4.57, 2.84)  0.084
H (5.15, -3.85, 4.40)  0.089
H (6.36, -3.41, 3.19)  0.085
H (0.43, -1.45, 4.09)  0.079
H (0.65, -0.31, 2.79)  0.042
H (2.00, -0.55, 3.98)  0.075
O (-1.99, -1.47, 2.61)  -0.298
S (-2.91, -2.47, 2.13)  0.593
O (-2.71, -3.83, 2.49)  -0.257
O (-4.41, -2.09, 2.58)  -0.253
C (-4.77, -0.70, 2.78)  -0.239
C (-6.26, -0.75, 2.57)  -0.056
C (-3.01, -2.46, 0.33)  -0.103
H (-4.27, -0.04, 2.06)  0.084
H (-4.48, -0.38, 3.78)  0.129
H (-6.66, 0.22, 2.26)  0.082
H (-6.80, -1.02, 3.48)  0.086
H (-6.57, -1.40, 1.75)  0.084
H (-3.65, -3.32, 0.12)  0.076
H (-2.06, -2.72, -0.12)  0.042
H (-3.41, -1.48, 0.07)  0.056
O (0.18, -4.57, -1.72)  -0.019
H (0.21, -5.42, -2.18)  0.080
H (-0.58, -4.12, -2.09)  0.046
O (3.71, 1.12, -4.08)  -0.134
H (3.99, 1.39, -4.96)  0.095
H (3.41, 1.97, -3.62)  0.020
O (1.40, -2.64, -3.51)  -0.153
H (1.17, -3.30, -2.82)  0.034
H (0.61, -2.59, -4.09)  0.054
O (2.87, -2.45, -1.49)  -0.118
H (2.48, -2.15, -0.63)  0.063
H (3.07, -3.39, -1.35)  0.117
O (-1.06, -2.25, -4.28)  -0.038
H (-1.97, -2.46, -4.05)  0.084
H (-0.98, -1.29, -4.10)  0.009
O (2.68, 3.30, -3.32)  -0.033
H (1.93, 2.87, -2.85)  0.003
H (2.75, 4.18, -2.94)  0.104
C (-4.27, 1.11, -2.75)  -0.136
C (-4.95, 2.47, -2.83)  -0.106
O (-4.72, 3.01, -1.53)  0.073
C (-4.53, 2.00, -0.64)  -0.549
O (-4.61, 2.08, 0.53)  0.190
O (-4.22, 0.89, -1.37)  0.023
H (-3.29, 1.17, -3.24)  0.113
H (-4.82, 0.35, -3.31)  0.134
H (-6.04, 2.42, -2.93)  0.139
H (-4.64, 3.08, -3.66)  0.137


2.
Density functional theory data (the ωB97M-V functional and the def2-TZVPD basis) for a structure of composition C20H46AlN3O7.

As for the HOMO-LUMO gap: 5.951 eV. For the LUMO energy, the calculation gives -1.0 eV.

Last column: Löwdin charge in e.
Element x y z (Å)
C (1.71, 3.50, 2.90)  0.011
C (0.53, 4.06, 2.12)  -0.559
O (0.17, 5.20, 2.23)  0.108
O (0.01, 3.24, 1.19)  -0.105
C (-0.68, 2.04, 1.70)  -0.169
Al (-1.37, 0.96, 0.14)  0.416
C (-2.25, -0.69, 0.86)  -0.200
C (-3.22, -0.49, 2.05)  -0.287
C (-3.11, -1.56, 3.15)  -0.211
C (-4.16, -2.68, 3.04)  -0.297
N (-3.70, -4.04, 3.34)  -0.027
C (-2.45, 2.09, -1.14)  -0.187
O (-3.78, 1.60, -1.49)  -0.161
C (-4.63, 1.46, -0.43)  -0.313
O (-5.69, 2.41, -0.56)  -0.094
C (-6.87, 1.99, 0.08)  -0.204
C (-6.76, 1.87, 1.60)  -0.230
O (-7.90, 2.51, 2.16)  -0.075
C (0.33, 0.41, -0.93)  -0.102
C (1.02, -0.64, -0.23)  -0.578
O (0.99, -1.83, -0.48)  0.025
N (1.87, -0.17, 0.89)  -0.170
C (1.68, -0.98, 2.10)  -0.078
C (3.22, -0.30, 0.36)  -0.116
H (2.62, 3.83, 2.38)  0.086
H (1.71, 2.42, 2.94)  0.056
H (1.72, 3.92, 3.90)  0.083
H (-1.48, 2.38, 2.37)  0.072
H (0.02, 1.45, 2.29)  0.036
H (-2.74, -1.27, 0.07)  0.063
H (-1.42, -1.34, 1.20)  0.040
H (-3.09, 0.50, 2.51)  0.081
H (-4.24, -0.51, 1.67)  0.079
H (-3.19, -1.08, 4.14)  0.099
H (-2.12, -2.03, 3.11)  0.093
H (-4.55, -2.69, 2.02)  0.106
H (-5.00, -2.47, 3.70)  0.102
H (-3.18, -4.04, 4.21)  0.056
H (-3.05, -4.34, 2.63)  0.058
H (-2.55, 3.13, -0.79)  0.074
H (-1.94, 2.16, -2.11)  0.059
H (-5.07, 0.45, -0.41)  0.134
H (-4.10, 1.64, 0.52)  0.109
H (-7.62, 2.75, -0.13)  0.126
H (-7.22, 1.04, -0.36)  0.122
H (-5.83, 2.36, 1.93)  0.121
H (-6.72, 0.82, 1.92)  0.113
H (-7.84, 2.48, 3.12)  0.079
H (0.90, 1.35, -0.96)  0.077
H (-0.03, 0.08, -1.91)  0.073
H (2.63, -1.35, 2.49)  0.077
H (1.21, -0.37, 2.88)  0.068
H (1.05, -1.84, 1.91)  0.080
H (3.97, 0.10, 1.04)  0.087
H (3.25, 0.29, -0.56)  0.064
H (3.45, -1.34, 0.11)  0.066
C (3.51, -0.84, -3.42)  0.030
N (4.95, -0.96, -3.85)  -0.356
C (5.37, 0.38, -4.38)  0.006
C (5.06, -1.97, -4.93)  0.013
C (5.90, -1.29, -2.71)  -0.095
C (5.75, -2.66, -2.08)  -0.227
O (4.44, -2.71, -1.60)  -0.059
H (2.97, -0.35, -4.23)  0.115
H (3.10, -1.82, -3.22)  0.108
H (3.46, -0.25, -2.52)  0.088
H (4.73, 0.64, -5.22)  0.112
H (6.41, 0.33, -4.71)  0.110
H (5.26, 1.12, -3.59)  0.119
H (4.71, -2.93, -4.56)  0.108
H (6.10, -2.05, -5.25)  0.116
H (4.44, -1.65, -5.77)  0.116
H (5.74, -0.51, -1.96)  0.144
H (6.91, -1.18, -3.12)  0.138
H (6.50, -2.70, -1.28)  0.136
H (5.98, -3.46, -2.79)  0.122
H (4.19, -3.58, -1.27)  0.124